Entry i
The following is a quantum chemistry calculation of a structure of composition HO5S2, from the OMol25 dataset.

```
8
HO5S2 the ωB97M-V functional and the def2-TZVPD basis
O 1.360 -1.271 0.006
O 1.682 1.219 -0.002
O -0.711 2.327 0.173
O -1.205 -1.054 -0.601
O -1.543 -0.771 0.742
S 0.872 -0.069 -0.634
S 0.011 1.256 0.812
H -0.465 -1.637 -0.497
```

2S+1 = 1
Net charge = -1
E_LUMO = 3.6 eV

***

Entry ii
The following is a quantum chemistry calculation of a cluster of 2 separate species, HO5S2 in total, from the OMol25 dataset.

```
8
HO5S2 the ωB97M-V functional and the def2-TZVPD basis
O 1.294 2.054 2.296
O 0.517 -0.161 2.848
O -0.941 -2.864 -2.276
O 0.585 0.560 0.248
O -1.517 -0.678 -3.274
S 0.264 0.987 2.026
S -1.073 -1.416 -2.102
H 0.872 1.519 0.235
```

2S+1 = 1
Net charge = -1
E_LUMO = 1.5 eV

***

Entry iii
The following is a quantum chemistry calculation of a structure of composition HO5S2, from the OMol25 dataset.

```
8
HO5S2 the ωB97M-V functional and the def2-TZVPD basis
O -0.347 -1.055 -0.691
O -1.515 1.104 -1.071
O -2.071 0.061 0.964
O 2.077 -0.363 -0.322
O 0.144 0.959 0.762
S 0.990 -1.580 0.009
S -1.015 0.402 0.061
H 1.736 0.472 0.288
```

2S+1 = 1
Net charge = -1
E_LUMO = 3.6 eV

***

It turns out entry iii is the most stable, with the second structure 0.0177 hartree higher.

***

Entry i
The following is a quantum chemistry calculation of a cluster of 3 separate species, C3H14NO2 in total, from the OMol25 dataset.

```
20
C3H14NO2 the ωB97M-V functional and the def2-TZVPD basis
C -0.854 1.052 1.207
C -1.741 0.599 0.064
C -2.337 1.797 -0.733
N -0.831 -0.271 -0.868
H -0.368 0.228 1.725
H -0.096 1.758 0.843
H -1.446 1.557 1.947
H -2.501 -0.109 0.350
H -1.612 2.610 -0.941
H -3.090 2.334 -0.142
H -2.772 1.616 -1.719
H -1.087 -1.262 -0.924
H -0.901 0.084 -1.821
H 0.208 -0.264 -0.590
H 3.397 -3.339 0.466
H 3.626 -1.834 0.581
O 2.930 -2.507 0.594
H 1.593 0.113 0.615
H 2.281 -1.001 -0.167
O 1.836 -0.137 -0.288
```

2S+1 = 1
Net charge = +1
E_LUMO = -3.0 eV

***

Entry ii
The following is a quantum chemistry calculation of a cluster of 3 separate species, C3H14NO2 in total, from the OMol25 dataset.

```
20
C3H14NO2 the ωB97M-V functional and the def2-TZVPD basis
C -1.485 1.606 1.934
C -0.285 1.856 1.030
N 0.450 0.537 0.859
C 1.985 0.656 0.442
H -1.933 0.655 1.575
H -2.252 2.334 1.773
H -1.450 1.637 3.031
H 0.561 2.521 1.478
H -0.513 2.091 -0.013
H 0.333 0.117 1.732
H -0.006 -0.157 0.225
H 2.592 -0.267 0.669
H 1.766 0.729 -0.576
H 2.410 1.675 0.782
H 0.168 -1.985 -0.240
H -0.336 -2.000 -1.674
O -0.544 -1.577 -0.748
H -1.097 -3.652 -3.760
H -0.170 -3.549 -4.693
O -0.194 -3.228 -3.825
```

2S+1 = 1
Net charge = +1
E_LUMO = -3.0 eV

***

Entry iii
The following is a quantum chemistry calculation of a cluster of 3 separate species, C3H14NO2 in total, from the OMol25 dataset.

```
20
C3H14NO2 the ωB97M-V functional and the def2-TZVPD basis
C 2.389 -0.200 0.148
C 1.162 -0.072 1.085
N -0.080 -0.104 0.180
C -1.452 -0.097 0.733
H 2.156 -0.460 -0.909
H 3.066 -1.028 0.445
H 3.024 0.676 0.058
H 1.244 0.803 1.598
H 1.075 -0.989 1.636
H -0.037 0.694 -0.389
H -0.159 -0.902 -0.466
H -1.365 0.541 1.567
H -2.118 0.499 0.174
H -1.793 -1.113 1.050
H -1.814 -2.255 -1.741
H -0.661 -3.169 -1.675
O -0.936 -2.256 -1.457
H -1.448 3.139 0.013
H -0.330 3.450 -0.758
O -0.674 2.639 -0.251
```

2S+1 = 1
Net charge = +1
E_LUMO = -2.8 eV

***

It turns out entry i is the most stable, with the second structure 0.0239 hartree higher.

***

Entry i
The following is a quantum chemistry calculation of a cluster of 3 separate species, C3H14NO2 in total, from the OMol25 dataset.

```
20
C3H14NO2 the ωB97M-V functional and the def2-TZVPD basis
C -1.082 -0.357 -0.188
C -1.357 0.404 1.092
C -2.738 1.107 0.927
N 0.372 -0.940 -0.170
H -1.650 -1.287 -0.216
H -1.226 0.266 -1.063
H -0.654 1.242 1.132
H -1.276 -0.206 1.985
H -2.672 1.994 0.302
H -3.434 0.481 0.354
H -3.188 1.207 1.908
H 0.997 -0.250 0.250
H 0.327 -1.851 0.259
H 0.583 -1.031 -1.160
H 3.269 -0.336 -3.140
H 2.639 -1.687 -3.273
O 2.635 -0.917 -2.716
H 3.547 0.486 1.143
H 2.329 1.195 1.593
O 2.578 0.480 0.979
```

2S+1 = 1
Net charge = +1
E_LUMO = -3.0 eV

***

Entry ii
The following is a quantum chemistry calculation of a cluster of 3 separate species, C3H14NO2 in total, from the OMol25 dataset.

```
20
C3H14NO2 the ωB97M-V functional and the def2-TZVPD basis
C -0.782 -1.665 -0.362
C 0.587 -1.057 -0.555
N 0.613 0.272 0.123
C 1.975 0.895 -0.038
H -1.138 -2.160 0.638
H -1.007 -2.684 -0.894
H -1.527 -0.936 -0.836
H 0.906 -0.917 -1.616
H 1.346 -1.839 -0.300
H -0.069 0.865 -0.426
H 0.336 0.247 1.131
H 1.895 1.523 -1.000
H 2.184 1.481 0.928
H 2.710 0.093 -0.042
H -0.538 0.615 3.509
H -1.799 0.723 2.551
O -0.808 0.531 2.571
H -2.145 1.472 -1.225
H -1.431 1.373 -2.539
O -1.307 1.169 -1.617
```

2S+1 = 1
Net charge = +1
E_LUMO = -3.0 eV

***

It turns out entry i is the most stable, with the second structure 0.0249 hartree higher.

***

Entry i
The following is a quantum chemistry calculation of the ion C7H13O with charge -1, from the OMol25 dataset.

```
21
C7H13O the ωB97M-V functional and the def2-TZVPD basis
C -1.142 -0.950 1.435
C 0.145 -0.711 1.222
C 1.038 -0.185 2.323
C 0.816 -0.907 -0.105
C 0.978 0.387 -0.930
C -0.284 1.210 -1.120
C -1.376 0.525 -2.011
O -1.818 1.314 -3.013
H -1.628 -0.791 2.388
H -1.762 -1.303 0.620
H 0.580 -0.300 3.305
H 1.193 0.885 2.178
H 1.998 -0.704 2.357
H 1.797 -1.365 0.042
H 0.224 -1.590 -0.714
H 1.344 0.096 -1.926
H 1.786 1.003 -0.514
H -0.062 2.127 -1.663
H -0.722 1.480 -0.151
H -2.201 0.201 -1.324
H -0.905 -0.422 -2.398
```

2S+1 = 1
Net charge = -1
SMILES string = C=C(C)CCCC[O-]
E_LUMO = 3.5 eV

***

Entry ii
The following is a quantum chemistry calculation of the ion C7H13O with charge -1, from the OMol25 dataset.

```
21
C7H13O the ωB97M-V functional and the def2-TZVPD basis
C -1.505 1.340 0.659
C -0.293 1.073 0.206
C 0.868 2.129 0.416
C 0.943 2.503 1.929
C 0.206 -0.216 -0.365
C -0.821 -1.333 -0.527
C -0.036 -2.676 -0.758
O 0.567 -2.785 -1.927
H -1.854 2.314 0.977
H -2.190 0.496 0.714
H 1.712 1.514 0.123
H 0.633 3.037 -0.132
H -0.001 2.307 2.429
H 1.677 1.841 2.387
H 1.220 3.557 1.977
H 0.625 0.019 -1.353
H 1.064 -0.635 0.174
H -1.313 -1.525 0.433
H -1.422 -1.230 -1.429
H 0.586 -2.770 0.196
H -0.812 -3.483 -0.549
```

2S+1 = 1
Net charge = -1
SMILES string = C=C(CC)CCC[O-]
E_LUMO = 3.6 eV

***

It turns out entry i is the most stable, with the second structure 0.0175 hartree higher.

***

Entry i
The following is a quantum chemistry calculation of the molecule C3H5N3S, from the OMol25 dataset.

```
12
C3H5N3S the ωB97M-V functional and the def2-TZVPD basis
C -0.608 1.094 -0.606
C -2.233 -0.016 0.459
C 0.399 0.599 0.114
N -1.919 0.857 -0.531
N -1.402 -0.678 1.132
N 2.893 -0.504 -0.788
S 1.933 0.308 0.571
H -0.289 1.987 -1.096
H -3.315 -0.070 0.749
H -1.592 -1.409 1.890
H 3.618 -1.097 -0.323
H 2.516 -1.071 -1.571
```

2S+1 = 1
E_LUMO = -0.2 eV

***

Entry ii
The following is a quantum chemistry calculation of the molecule C3H5N3S, from the OMol25 dataset.

```
12
C3H5N3S the ωB97M-V functional and the def2-TZVPD basis
C -0.804 0.207 0.430
C -1.450 -0.667 -0.380
C -1.339 1.460 0.586
N 0.227 -0.236 1.272
N 1.324 -0.453 0.940
N 3.137 -0.664 -1.087
S 1.817 -0.009 -0.669
H -1.059 -1.695 -0.529
H -2.275 -0.281 -0.959
H -0.825 2.315 1.053
H -2.241 1.658 0.092
H 3.488 -1.636 -0.748
```

2S+1 = 1
E_LUMO (spin up / spin down) = -0.9 / -0.7 eV

***

It turns out entry i is the most stable, with the second structure 0.0606 hartree higher.

***

Entry i
The following is a quantum chemistry calculation of a cluster of 2 separate species, C2H8S3 in total, from the OMol25 dataset.

```
13
C2H8S3 the ωB97M-V functional and the def2-TZVPD basis
C -0.175 -1.138 -1.400
S 1.264 -1.721 -0.508
C 2.531 -0.592 -1.295
H -1.018 -1.321 -0.736
H -0.233 -1.637 -2.363
H -0.231 -0.056 -1.541
H 2.035 0.371 -1.388
H 3.370 -0.625 -0.614
H 2.760 -0.886 -2.315
S -0.215 1.464 1.387
S -2.176 1.182 0.653
H 0.483 1.280 0.251
H -2.589 0.930 1.928
```

2S+1 = 1
SMILES string = CSC.SS
E_LUMO = 0.2 eV

***

Entry ii
The following is a quantum chemistry calculation of a cluster of 2 separate species, C2H8S3 in total, from the OMol25 dataset.

```
13
C2H8S3 the ωB97M-V functional and the def2-TZVPD basis
C 1.014 -1.101 -0.862
S 0.855 0.681 -0.718
C 1.289 0.793 1.037
H 0.527 -1.533 0.013
H 2.053 -1.449 -0.806
H 0.619 -1.503 -1.790
H 1.259 1.855 1.279
H 0.459 0.390 1.627
H 2.219 0.282 1.251
S -2.869 -0.674 0.249
S -2.847 0.544 -1.455
H -2.005 -0.023 1.054
H -2.573 1.737 -0.880
```

2S+1 = 1
SMILES string = CSC.SS
E_LUMO = 0.3 eV

***

Entry iii
The following is a quantum chemistry calculation of a cluster of 2 separate species, C2H8S3 in total, from the OMol25 dataset.

```
13
C2H8S3 the ωB97M-V functional and the def2-TZVPD basis
C -1.872 4.187 -0.713
S -3.304 3.072 -0.513
S -3.183 1.724 -2.092
H -1.825 4.638 -1.707
H -0.947 3.624 -0.614
H -1.991 4.975 0.020
H -2.661 0.655 -1.531
C 2.793 -4.027 0.727
S 2.246 -2.613 1.772
H 1.932 -4.417 0.198
H 3.675 -3.751 0.164
H 3.138 -4.869 1.336
H 2.000 -3.197 2.953
```

2S+1 = 1
SMILES string = CSS.CS
E_LUMO = 0.6 eV

***

It turns out entry iii is the most stable, with the second structure 0.0052 hartree higher.